Entry 1:
28
Properties=species:S:1:pos:R:3 method="wB97M-V/def2-TZVPD" de_lowest_kj_mol=62.3 lumo_ha="-0.0023 / -0.0024" orbital_gap_ev="8.186 / 8.187"
C -3.312 2.309 -2.026
C -2.402 3.250 -1.572
C -3.256 1.008 -1.551
C -1.436 2.895 -0.652
C -2.301 0.651 -0.619
C -1.374 1.588 -0.167
C 2.995 -1.033 1.233
C 0.745 -1.974 1.841
C 1.853 -2.668 -0.292
C 1.635 -1.497 0.694
N 0.949 -0.504 -0.081
P -0.229 1.140 1.155
H -4.063 2.591 -2.748
H -2.442 4.269 -1.935
H -3.968 0.274 -1.900
H -0.729 3.634 -0.295
H -2.246 -0.360 -0.242
H 3.494 -1.842 1.762
H 3.637 -0.715 0.411
H 2.863 -0.194 1.916
H 0.663 -1.194 2.595
H 1.159 -2.871 2.299
H -0.251 -2.194 1.462
H 2.500 -2.356 -1.110
H 2.310 -3.512 0.217
H 0.897 -2.971 -0.708
H 1.612 0.122 -0.531
H 0.697 2.155 0.844

=====

Entry 2:
55
Properties=species:S:1:pos:R:3 method="wB97M-V/def2-TZVPD" de_lowest_kj_mol=113.1 lumo_ha=0.0207 orbital_gap_ev=8.773 smiles="COc1ccc([C@@H](CNC(=O)Nc2ccccc2)N2CCN(C)CC2)cc1"
C 1.473 5.720 0.933
O 1.527 4.949 -0.243
C 1.276 3.613 -0.156
C 0.934 2.935 1.008
C 0.702 1.570 0.967
C 0.803 0.844 -0.212
C 0.595 -0.657 -0.185
C -0.244 -1.158 -1.376
N -1.520 -0.481 -1.442
C -2.598 -0.981 -0.755
O -2.611 -2.093 -0.278
N -3.655 -0.097 -0.728
C -4.940 -0.291 -0.216
C -5.333 -1.464 0.423
C -6.622 -1.582 0.907
C -7.532 -0.548 0.768
C -7.142 0.620 0.134
C -5.857 0.749 -0.355
N 1.831 -1.426 -0.072
C 2.433 -1.352 1.245
C 3.541 -2.395 1.354
N 4.557 -2.138 0.353
C 5.672 -3.050 0.471
C 3.952 -2.192 -0.964
C 2.847 -1.145 -1.068
C 1.142 1.536 -1.373
C 1.373 2.895 -1.349
H 0.471 5.710 1.375
H 1.721 6.736 0.630
H 2.201 5.375 1.673
H 0.845 3.453 1.950
H 0.432 1.061 1.882
H 0.014 -0.900 0.713
H 0.269 -1.014 -2.327
H -0.445 -2.221 -1.237
H -1.464 0.514 -1.601
H -3.521 0.792 -1.189
H -4.627 -2.269 0.530
H -6.917 -2.497 1.400
H -8.537 -0.650 1.149
H -7.842 1.435 0.018
H -5.558 1.663 -0.851
H 1.668 -1.563 1.996
H 2.862 -0.355 1.443
H 4.001 -2.335 2.343
H 3.098 -3.399 1.230
H 6.422 -2.794 -0.276
H 6.115 -2.943 1.461
H 5.379 -4.103 0.329
H 4.722 -1.984 -1.711
H 3.521 -3.188 -1.168
H 2.405 -1.200 -2.064
H 3.293 -0.146 -0.928
H 1.230 1.013 -2.313
H 1.637 3.430 -2.248

=====

Entry 3:
12
Properties=species:S:1:pos:R:3 method="wB97M-V/def2-TZVPD" de_lowest_kj_mol=90.8 lumo_ha=0.0310 orbital_gap_ev=11.104 smiles=CO.CO
C 1.998 -1.927 -0.747
O 0.812 -1.608 -0.045
H 1.949 -2.895 -1.274
H 2.805 -1.976 0.004
H 2.246 -1.140 -1.479
H 1.034 -1.535 0.906
C -1.815 1.549 0.639
O -1.573 2.939 0.462
H -1.661 1.035 -0.325
H -2.860 1.395 0.956
H -1.148 1.094 1.390
H -1.787 3.070 -0.485

=====

Entry 4:
14
Properties=species:S:1:pos:R:3 method="wB97M-V/def2-TZVPD" de_lowest_kj_mol=394.0 lumo_ha=0.0245 orbital_gap_ev=8.394
C -1.778 -0.921 0.156
C -0.635 -0.087 0.500
C 0.329 0.642 -0.084
N -0.542 1.726 -0.398
C 1.680 0.395 -0.187
C 1.978 -0.883 0.336
O 1.069 -1.620 0.774
H -2.718 -0.562 0.570
H -1.928 -1.129 -0.906
H -1.530 -1.852 0.666
H -0.448 2.600 0.082
H -0.904 1.813 -1.328
H 2.400 1.111 -0.547
H 3.028 -1.232 0.365

=====

Entry 5:
20
Properties=species:S:1:pos:R:3 method="wB97M-V/def2-TZVPD" de_lowest_kj_mol=155.3 lumo_ha=0.0253 orbital_gap_ev=10.462 smiles="C=NCCC.O.O"
C -0.082 -3.034 0.291
N -0.074 -1.792 0.473
C -0.382 -0.927 -0.701
C 0.238 0.442 -0.475
C 0.467 1.246 -1.783
H -0.455 -3.518 -0.620
H 0.330 -3.721 1.026
H 0.120 -1.456 -1.514
H -1.451 -0.966 -0.927
H -0.470 0.997 0.159
H 1.171 0.375 0.080
H 0.258 2.302 -1.613
H 1.493 1.049 -2.061
H -0.298 0.995 -2.521
O -4.422 1.670 1.237
H -4.739 0.770 1.154
H -3.490 1.634 1.047
O 4.169 1.259 2.001
H 3.484 0.629 2.204
H 4.134 2.046 2.545

=====

Entry 6:
26
Properties=species:S:1:pos:R:3 method="wB97M-V/def2-TZVPD" lumo_ha="-0.2749 / -0.4037" s_squared=2.009 total_charge=+2 multiplicity=3 orbital_gap_ev="8.516 / 4.998"
Cu 2.996 0.938 -2.114
I 1.561 0.684 0.480
C -0.604 1.255 -4.709
C -0.085 1.498 -3.292
O 1.125 1.442 -3.122
N -0.886 1.733 -2.255
C -2.303 2.035 -2.323
H 0.241 1.114 -5.382
H -1.300 2.027 -5.040
H -1.059 0.284 -4.513
H -0.554 1.654 -1.305
H -2.949 1.249 -2.713
H -2.595 2.801 -3.043
H -2.702 2.261 -1.335
C -0.580 -0.471 3.942
C 0.296 -1.693 4.028
O 0.307 -2.504 4.987
N 1.119 -1.862 3.015
C 2.105 -2.938 2.794
H 0.069 0.403 4.000
H -1.356 -0.419 4.705
H -1.068 -0.446 2.968
H 1.165 -1.258 2.206
H 1.736 -3.503 1.938
H 2.219 -3.654 3.608
H 3.100 -2.630 2.474

=====

Entry 7:
116
Properties=species:S:1:pos:R:3 method="wB97M-V/def2-TZVPD" de_lowest_kj_mol=169.1 lumo_ha=-0.2456 total_charge=+1 orbital_gap_ev=2.185
C -3.387 5.329 -0.744
C -4.706 4.588 -1.384
C -4.516 4.238 -2.963
C -4.073 2.692 -3.192
C -5.197 1.623 -2.786
C -4.951 0.141 -3.403
C -4.649 -0.826 -2.112
C -4.045 -2.248 -2.563
C -4.026 -3.357 -1.388
C -4.519 -2.805 0.048
C -4.232 -3.842 1.292
C -3.939 -5.332 0.690
N -3.580 -6.324 0.044
C -2.990 -3.262 2.160
C -1.781 -3.028 1.081
N -0.867 -3.003 0.278
C -2.411 -4.321 3.258
C -2.265 -3.728 4.752
C -1.023 -2.715 4.998
S 0.389 -2.875 3.801
C 0.970 -1.139 3.311
S 1.401 -0.135 4.578
N 0.975 -0.800 1.863
C 2.180 -0.042 1.435
C 2.512 1.462 1.759
C 3.765 2.267 1.271
C 4.788 1.477 0.328
C 4.528 -0.032 -0.033
C 3.236 -0.806 0.506
C -0.177 0.068 1.468
C -0.261 0.407 -0.105
C -1.354 1.339 -0.734
C -2.425 1.972 0.236
C -2.357 1.633 1.800
C -1.246 0.689 2.445
O -3.229 -1.962 2.766
N -4.513 -1.817 3.198
O -5.039 -0.905 2.613
H -3.607 6.447 -0.542
H -3.088 4.853 0.274
H -2.558 5.224 -1.546
H -5.549 5.395 -1.327
H -5.053 3.687 -0.759
H -5.574 4.338 -3.447
H -3.817 4.997 -3.483
H -3.726 2.610 -4.292
H -3.143 2.513 -2.537
H -6.286 2.030 -3.041
H -5.165 1.525 -1.629
H -4.099 0.117 -4.175
H -5.898 -0.295 -3.901
H -3.815 -0.282 -1.527
H -5.623 -0.887 -1.505
H -2.936 -2.051 -2.874
H -4.576 -2.634 -3.510
H -2.942 -3.787 -1.363
H -4.756 -4.201 -1.695
H -4.105 -1.773 0.340
H -5.675 -2.673 -0.037
H -5.217 -3.944 1.880
H -3.226 -5.157 3.322
H -1.457 -4.876 2.877
H -3.238 -3.169 5.072
H -2.179 -4.616 5.505
H -0.595 -2.986 6.051
H -1.432 -1.635 5.115
H 1.750 2.033 2.425
H 3.941 3.374 1.585
H 5.698 2.075 -0.059
H 5.217 -0.653 -0.727
H 3.048 -1.895 0.202
H 0.531 -0.055 -0.814
H -1.303 1.498 -1.878
H -3.212 2.679 -0.227
H -3.125 2.126 2.510
H -1.198 0.481 3.572
F 4.890 1.896 -3.111
As 3.154 2.393 -3.324
F 3.669 3.675 -4.467
F 3.325 3.541 -1.957
F 1.439 2.881 -3.533
F 2.653 1.103 -2.178
F 3.000 1.237 -4.689
Mg 6.693 1.621 -2.003
F -2.166 4.021 1.475
K -1.074 -6.558 0.556
C 5.864 4.693 4.769
C 7.359 4.746 4.852
O 7.769 3.676 4.008
C 6.747 3.453 3.129
O 6.822 2.733 2.169
O 5.632 4.152 3.477
H 5.406 5.679 4.866
H 5.427 4.023 5.516
H 7.766 5.682 4.459
H 7.725 4.600 5.870
C 1.307 -6.712 -4.645
C 1.288 -6.140 -5.850
C 1.294 -4.670 -6.001
O 1.274 -4.147 -7.099
C 1.322 -3.858 -4.765
C 1.340 -4.431 -3.560
C 1.335 -5.901 -3.410
O 1.354 -6.426 -2.307
H 1.303 -7.788 -4.516
H 1.268 -6.720 -6.765
H 1.326 -2.783 -4.893
H 1.360 -3.852 -2.645
N 9.701 1.474 3.029
O 10.920 1.549 3.290
O 9.282 0.599 2.263
O 8.898 2.287 3.563
Al 9.641 1.091 5.009
O 6.246 5.638 -0.392
H 6.098 4.704 -0.462
Cl -7.660 1.786 -4.127

=====

Entry 8:
13
Properties=species:S:1:pos:R:3 method="wB97M-V/def2-TZVPD" de_lowest_kj_mol=194.9 lumo_ha=0.0312 orbital_gap_ev=11.533 smiles=CCOCC#N
C -1.842 -0.654 0.121
C -0.493 -0.134 -0.393
O 0.135 0.498 0.737
C 1.414 1.010 0.492
C 2.222 -0.071 -0.118
N 2.342 -1.027 -0.755
H -2.528 0.093 0.552
H -2.350 -1.124 -0.723
H -1.659 -1.410 0.890
H -0.657 0.679 -1.144
H 0.157 -1.022 -0.855
H 1.846 1.331 1.434
H 1.413 1.829 -0.238

=====

Entry 9:
75
Properties=species:S:1:pos:R:3 method="wB97M-V/def2-TZVPD" lumo_ha="-0.0865 / -0.0850" s_squared=6.004 total_charge=+1 multiplicity=5 orbital_gap_ev="8.453 / 8.516"
Pm 0.615 0.158 0.526
C -2.680 -1.364 0.435
C -2.865 -0.592 1.747
C -1.847 -0.967 2.796
C -2.164 -0.852 4.147
C -1.252 -1.273 5.096
C -0.065 -1.846 4.665
C 0.172 -1.911 3.305
N -0.681 -1.467 2.379
N -1.710 -0.790 -0.520
C -1.360 -1.857 -1.477
C -0.409 -2.887 -0.922
C -0.500 -4.209 -1.352
C 0.423 -5.140 -0.911
C 1.408 -4.716 -0.033
C 1.411 -3.391 0.366
N 0.536 -2.480 -0.066
C -2.326 0.324 -1.256
C -2.255 1.662 -0.572
C -3.055 2.702 -1.040
C -2.969 3.942 -0.437
C -2.099 4.099 0.635
C -1.345 3.014 1.043
N -1.400 1.815 0.447
H -3.661 -1.453 -0.060
H -2.333 -2.368 0.694
H -3.853 -0.829 2.148
H -2.838 0.487 1.588
H -3.116 -0.438 4.443
H -1.476 -1.181 6.148
H 0.672 -2.202 5.367
H 1.087 -2.356 2.933
H -0.865 -1.404 -2.343
H -2.266 -2.366 -1.838
H -1.284 -4.500 -2.033
H 0.378 -6.167 -1.239
H 2.154 -5.398 0.340
H 2.165 -3.041 1.061
H -3.380 0.098 -1.484
H -1.804 0.449 -2.218
H -3.731 2.532 -1.864
H -3.566 4.768 -0.794
H -2.008 5.043 1.147
H -0.665 3.092 1.886
C 5.577 -4.311 1.833
C 4.841 -3.022 2.033
C 4.449 -2.581 3.295
C 3.748 -1.394 3.452
C 3.404 -0.642 2.340
C 3.783 -1.065 1.071
C 4.510 -2.237 0.928
S 2.502 0.905 2.509
O 1.073 0.526 2.692
O 3.021 1.705 3.575
N 2.569 1.439 1.021
C 2.159 2.683 0.642
C 2.671 3.883 1.159
C 2.301 5.064 0.557
C 1.436 5.034 -0.537
C 0.912 3.818 -0.923
N 1.221 2.664 -0.329
H 5.989 -4.691 2.764
H 6.385 -4.185 1.114
H 4.903 -5.068 1.429
H 4.704 -3.167 4.166
H 3.471 -1.034 4.431
H 3.552 -0.458 0.198
H 4.819 -2.548 -0.059
H 3.350 3.839 1.998
H 2.687 6.004 0.922
H 1.178 5.935 -1.067
H 0.216 3.745 -1.749
S 0.085 0.751 -3.853
C 0.885 0.282 -2.569
N 1.394 -0.146 -1.589

=====

Entry 10:
55
Properties=species:S:1:pos:R:3 method="wB97M-V/def2-TZVPD" de_lowest_kj_mol=0.0 lumo_ha=-0.2637 total_charge=+2 orbital_gap_ev=7.122
Ir 0.587 1.061 -0.109
C 2.396 4.052 2.348
C 2.072 2.947 1.407
N 0.883 2.695 0.984
N -0.159 3.569 1.250
C -0.833 3.708 0.152
N -1.851 4.574 0.055
S -0.396 2.765 -1.277
C 3.099 2.146 0.726
C 4.455 2.294 0.931
C 5.339 1.628 0.092
C 4.834 0.843 -0.930
C 3.463 0.716 -1.068
N 2.607 1.346 -0.257
H 1.493 4.419 2.824
H 2.868 4.875 1.806
H 3.095 3.706 3.110
H -1.966 5.267 0.779
H -2.279 4.754 -0.837
H 4.816 2.935 1.722
H 6.406 1.735 0.229
H 5.486 0.324 -1.617
H 3.034 0.094 -1.838
C 0.171 -4.295 0.953
C 0.393 -3.139 0.044
C 0.617 -3.080 -1.319
C 0.750 -1.727 -1.640
N 0.627 -0.993 -0.525
N 0.401 -1.871 0.485
C 0.909 -1.112 -2.988
H 0.223 -5.223 0.390
H -0.812 -4.231 1.421
H 0.926 -4.328 1.739
H 0.660 -3.913 -1.998
H 0.189 -1.539 1.413
H 1.774 -1.523 -3.510
H 0.997 -0.028 -2.927
H 0.032 -1.336 -3.596
C -3.829 1.274 0.267
S -2.475 0.397 -0.480
O -1.326 0.643 0.547
C -2.955 -1.281 -0.203
C -3.066 -1.785 1.091
C -3.453 -3.103 1.261
C -3.722 -3.899 0.149
C -3.604 -3.386 -1.133
C -3.213 -2.065 -1.318
H -3.947 0.946 1.298
H -4.725 1.058 -0.315
H -3.590 2.335 0.223
H -2.863 -1.154 1.948
H -3.565 -3.508 2.258
H -4.036 -4.925 0.289
H -3.821 -4.008 -1.991
H -3.117 -1.652 -2.314

=====

Entry 11:
13
Properties=species:S:1:pos:R:3 method="wB97M-V/def2-TZVPD" de_lowest_kj_mol=238.6 lumo_ha="-0.0566 / -0.1246" orbital_gap_ev="8.799 / 5.312"
C 0.195 0.324 -0.616
C 1.338 -0.345 -1.381
C -1.720 0.047 1.013
C -0.538 -0.535 0.389
O -0.301 1.410 -0.860
F -0.161 -1.715 0.863
Br 1.924 1.222 1.857
H 2.329 -0.245 -0.789
H 1.581 0.360 -2.211
H 1.225 -1.326 -1.802
H -1.302 0.903 1.671
H -2.333 -0.568 1.673
H -2.237 0.468 0.193

=====

Entry 12:
11
Properties=species:S:1:pos:R:3 method="wB97M-V/def2-TZVPD" de_lowest_kj_mol=60.7 lumo_ha="0.1216 / 0.1194" s_squared=0.754 total_charge=-1 multiplicity=2 orbital_gap_ev="3.321 / 6.332"
S 2.260 1.521 0.412
S 2.424 2.787 2.216
H 1.029 1.930 0.292
H 3.210 1.831 2.981
O -0.396 -1.462 0.837
C -0.847 -1.619 -0.323
C -1.584 -0.776 -1.205
H -0.622 -2.610 -0.796
H -1.778 0.160 -0.774
H -1.160 -0.586 -2.193
H -2.534 -1.175 -1.447